[1]
80
Properties=species:S:1:pos:R:3 method="wB97M-V/def2-TZVPD" lumo_energy_ev="2.216 / 2.216" charge=-1 spin_multiplicity=2 s2=0.75
H -3.7272 -3.6327 -0.2823
O 1.5849 -0.2844 0.9637
C 6.2386 -1.1128 -4.0173
C -1.1509 2.1257 -2.7369
C 1.2575 -4.2516 -0.3660
O 1.9649 1.7743 1.7768
C 3.4439 -0.0139 2.3773
O 2.0283 -6.1627 0.9557
H 0.6470 -0.7713 3.6291
C 6.2703 -3.3283 -3.0928
C -0.5674 0.9921 3.5787
H 3.6298 -1.0330 2.0546
N -1.8020 1.8282 2.0085
N -3.3618 0.5167 0.5662
H 3.3359 -1.8415 -0.6310
H -2.0826 -3.1885 0.1684
C 0.7999 -4.3601 2.0685
H -0.0428 -0.3073 5.1805
C 6.8241 -2.3672 -3.9255
C -1.8111 2.6859 -1.6737
C 4.5526 -1.7730 -2.4299
H -6.5676 5.9900 0.5477
Cl 4.9494 0.9258 2.1927
H 3.2194 -0.0027 3.4417
H 6.6714 -0.3593 -4.6658
C -0.6002 0.9357 -2.2361
N -0.8731 0.8292 -0.9408
H -3.8546 6.3409 0.7071
C 0.3925 0.0790 4.2579
H 0.8994 0.2630 -3.5932
H 0.4144 -0.9482 -2.3954
H 7.7149 -2.5916 -4.4989
H -1.1253 2.5004 5.1167
C 0.0600 -0.1400 -3.0275
H 1.2971 0.6301 4.5196
C 5.1046 -0.8077 -3.2759
O 0.0374 -2.0807 -0.5736
C -3.5406 -1.6416 0.4441
C 1.4597 -5.1063 0.8960
O 0.7373 -4.7374 3.2166
H -2.6746 3.4287 3.0737
H -3.2762 -3.5225 1.4222
C -1.9914 2.5982 3.0947
H -0.6666 -0.5500 -3.7329
C -4.8340 -1.1139 0.3426
H -6.9282 4.6212 -0.5046
N -3.4080 3.1214 0.6498
H 5.1349 1.3507 -3.4804
C -5.0705 4.4672 0.5565
H -2.4187 3.5724 -1.6240
C -3.9169 5.2672 0.6698
C -3.1288 -3.0748 0.4382
C -6.4950 4.9070 0.4546
N -1.6358 1.9032 -0.5897
Te 3.3611 0.7203 -1.4963
C -2.8818 4.3644 0.7237
C 5.1350 -3.0315 -2.3531
C 0.2871 -3.1312 1.4683
O 1.6499 -4.5111 -1.4829
B -2.5689 1.8423 0.6632
O -0.3544 -2.1456 2.0295
C -4.6706 0.2519 0.4222
C 0.5132 -3.0886 0.1039
N -4.7539 3.1833 0.5460
Ti -0.4282 -0.6245 0.7195
C 3.3311 -1.4094 -1.6292
H -1.0958 2.4949 -3.7458
H -1.8169 4.5085 0.8097
H -5.3745 1.0630 0.3911
C -1.2139 2.1118 4.1175
N -0.9372 0.8312 2.3132
N -2.6620 -0.6541 0.5781
H 4.6962 -3.7810 -1.7056
H -7.1014 4.4566 1.2407
H 3.7106 0.5607 -4.1707
C 4.4261 0.5362 -3.3461
H 6.7241 -4.3079 -3.0147
H 2.4158 -1.7314 -2.1275
H -5.7544 -1.6579 0.2249
C 2.2458 0.5999 1.6443

=====

[2]
23
Properties=species:S:1:pos:R:3 method="wB97M-V/def2-TZVPD" lumo_energy_ev=-0.773 charge=0 spin_multiplicity=1 smiles="CC(C)(Br)C(=S)c1ccccc1"
S -0.6766 2.0169 -1.7174
C -2.7653 1.6410 0.2562
H -2.3732 2.6242 0.2837
H -0.2147 -2.1753 -0.7107
H -0.5623 1.2111 1.9612
C 3.1205 -0.2676 -0.6419
H 1.6817 -3.2689 -0.7069
C -1.7250 0.5134 0.4002
C -1.2561 0.4120 1.8017
C 0.6487 -0.1021 -0.5529
H 3.8559 -2.1940 -0.8667
H -0.7485 -0.5453 2.1686
H 1.9561 1.5636 -0.3674
H -3.6291 1.3451 0.8414
C 1.7497 -2.2284 -0.7292
C 0.6203 -1.4978 -0.5834
H -3.1670 1.7203 -0.7416
H -2.1350 0.4231 2.5450
C -0.5817 0.7685 -0.6290
C 1.9177 0.5089 -0.5796
Br -2.6627 -1.1140 -0.0391
H 3.9672 0.2651 -0.7538
C 2.9794 -1.6197 -0.6384

=====

[3]
39
Properties=species:S:1:pos:R:3 method="wB97M-V/def2-TZVPD" lumo_energy_ev=-11.648 charge=+2 spin_multiplicity=1
C 0.3138 1.4957 -0.6887
C 6.2735 -0.3962 1.0617
H -2.6882 -2.7781 -0.5133
C 3.3844 -0.2156 -0.3252
O 5.7274 0.4263 0.0444
H -2.6455 2.8565 0.9518
H 2.6886 -0.2522 -2.3734
H 0.7840 -0.5971 -0.4290
C -4.8673 -2.5417 -0.4650
C -1.7355 0.9004 0.5830
H -0.4800 1.7668 -1.3924
N -1.9570 -0.3717 0.3214
H 6.6454 -1.3204 0.6152
C -0.3404 1.4031 0.7220
Cd -2.8010 -2.3368 1.9277
H -6.9188 -1.9534 -0.4555
H -6.4629 0.3831 0.1917
H -5.0597 -3.5547 -0.7972
C 0.9594 0.1806 -1.1797
C -5.8990 -1.6339 -0.2860
N -4.0989 1.4574 0.6027
C -2.8576 1.8161 0.7218
C -5.6362 -0.3096 0.0718
H 4.1915 1.0138 1.2798
C 4.3945 0.8253 0.2177
C 2.4722 0.3015 -1.4595
H 3.9588 -1.0641 -0.6984
H 0.2170 0.6700 1.3119
C -3.2519 -0.7520 0.1231
H 0.4576 -0.1584 -2.0873
H 2.7731 -0.5836 0.5043
H -0.3339 2.3711 1.2195
H 7.1125 0.1245 1.5275
H 1.0218 2.3224 -0.7008
H 5.5344 -0.6389 1.8293
C -3.5347 -2.1322 -0.2679
H 2.6987 1.3487 -1.6690
C -4.3309 0.1514 0.2689
H 4.2907 1.7756 -0.3090

=====

[4]
20
Properties=species:S:1:pos:R:3 method="wB97M-V/def2-TZVPD" lumo_energy_ev="-0.029 / -0.619" charge=0 spin_multiplicity=1
C -1.3021 -0.6714 1.5897
C -0.6728 0.6764 1.1475
H -0.7416 1.8042 -0.6251
N 1.1890 0.0197 -1.3486
O 1.5461 2.0135 1.3662
H 2.3400 -1.0205 -2.7101
H -0.8002 2.4361 1.5105
H -2.3323 -0.9031 1.1601
C 2.1899 -1.0366 -1.5341
O -1.2759 1.6870 1.8850
C -0.2045 -0.3171 -1.2735
H -0.5292 -0.1316 -2.2596
H -1.9244 0.6507 -0.7146
H -0.5598 -1.2545 -0.9267
H 3.0675 -0.9127 -1.0264
H 1.8880 -1.9849 -1.1844
C -0.9201 0.7101 -0.3655
S 1.1604 0.5936 1.2590
H -0.7868 -1.6196 1.2946
H -1.3313 -0.7394 2.7562

=====

The records above yield energy relative to the best compared isomer or geometry (same formula, charge and spin) values of 0.573; 0.105; 0.000; 4.733 eV, respectively.